## i
This record from the OMol25 dataset describes a cluster of 13 separate species, H26O13 in total. The level of theory is the ωB97M-V functional and the def2-TZVPD basis.

Each line ends with the natural charge from an NBO analysis.
Cartesian coordinates (Å):
H 3.898 -0.632 -0.204  0.4866
H 1.142 1.118 -0.312  0.4676
H -0.854 1.376 3.722  0.4726
O 2.710 -1.911 3.426  -0.9503
O -0.200 0.670 3.670  -0.9852
O -1.096 3.359 -0.401  -0.9927
O 1.095 -2.833 0.316  -0.9764
H -2.349 1.016 -2.560  0.4979
H 1.693 1.227 2.960  0.5117
H -3.418 -1.745 -1.515  0.4699
H 0.726 -1.424 -2.861  0.5108
H -1.705 -1.025 1.454  0.4963
H -0.508 0.113 2.922  0.5109
O -2.527 -1.613 -1.170  -0.9567
H 1.771 -1.672 3.393  0.4793
O -2.695 0.889 1.224  -0.9813
H 0.301 0.415 -1.405  0.4946
O 0.681 -0.457 -2.845  -0.9615
H -0.570 2.551 -0.207  0.5035
O 0.234 0.905 -0.566  -0.9750
H -1.090 1.071 -5.080  0.4828
H -3.527 1.342 1.400  0.4737
H -2.151 2.128 -1.503  0.5080
H -0.828 0.323 -3.746  0.4929
H -2.335 -0.677 -1.343  0.4779
H 1.924 -2.350 0.074  0.4985
H 3.139 -1.273 2.844  0.4710
H -0.511 -2.026 1.314  0.5006
O 2.520 1.197 2.431  -0.9789
O -1.533 0.713 -4.304  -0.9763
O -1.114 -1.623 1.966  -0.9942
H 1.598 -0.158 -2.774  0.4918
H -0.795 4.041 0.207  0.4786
O 3.573 -1.535 -0.332  -0.9592
H 1.219 -3.735 -0.001  0.4714
H -2.605 0.948 0.239  0.4991
O -2.671 1.324 -1.695  -1.0030
H 4.342 -2.036 -0.638  0.4862
H 2.517 2.001 1.900  0.4566

HOMO-LUMO gap (eV): 9.735

=====

## ii
This record from the OMol25 dataset describes a cluster of 13 separate species, H26O13 in total. The level of theory is the ωB97M-V functional and the def2-TZVPD basis.

Each line ends with the natural charge from an NBO analysis.
Cartesian coordinates (Å):
H 0.171 0.061 3.356  0.4865
O -2.990 0.074 -1.425  -0.9155
H 0.831 2.122 -1.303  0.4372
O 2.754 -2.515 -3.026  -0.9339
H -0.321 4.190 -0.895  0.4607
H -0.727 2.842 -1.469  0.4410
H -3.859 -2.815 0.975  0.4606
O 4.655 1.302 -0.884  -0.9198
H 4.377 1.302 -1.807  0.4630
H 0.154 0.047 -0.218  0.4337
O 1.159 2.502 -2.126  -0.9130
H -2.284 1.778 2.203  0.4656
O 4.467 0.819 2.806  -0.9218
H -6.293 0.804 0.588  0.4661
H 1.931 -2.173 -2.660  0.4627
O -0.920 -2.979 -0.504  -0.9182
H -4.017 -3.001 -0.525  0.4657
H -5.153 1.292 1.468  0.4572
O 2.839 -2.837 0.976  -0.9317
O -0.584 -0.573 -0.206  -0.9219
O -1.510 1.205 2.250  -0.9304
H -0.742 -3.370 0.359  0.4632
H 1.938 -2.559 0.779  0.4621
H 2.118 2.474 -2.031  0.4716
O -5.375 1.098 0.550  -0.9228
H 3.521 0.680 2.690  0.4492
H -2.108 0.446 -1.533  0.4417
H 3.383 -2.305 0.384  0.4697
O -0.834 3.789 -1.607  -0.8989
H -0.062 -2.645 -0.791  0.4581
O 0.470 -0.030 2.444  -0.9275
H -1.362 -0.011 -0.130  0.4828
H -0.924 1.546 1.565  0.4629
O -4.095 -2.339 0.171  -0.9259
H -3.161 -0.371 -2.263  0.4741
H 1.389 0.258 2.469  0.4436
H 4.551 1.114 3.719  0.4729
H 2.738 -2.227 -3.946  0.4715
H 3.873 1.007 -0.404  0.4579

HOMO-LUMO gap (eV): 9.916

=====

## iii
This record from the OMol25 dataset describes a cluster of 13 separate species, H26O13 in total. The level of theory is the ωB97M-V functional and the def2-TZVPD basis.

Each line ends with the natural charge from an NBO analysis.
Cartesian coordinates (Å):
O -1.275 -1.349 -2.719  -0.9196
H -1.979 -0.752 -2.442  0.4400
H 2.602 3.877 1.431  0.4597
O -0.735 3.583 -1.411  -0.9390
H -1.171 0.111 -0.425  0.4552
H -1.217 1.960 2.905  0.4856
H 0.015 -1.034 -4.685  0.4749
H 2.572 3.016 -0.778  0.4795
O -0.291 -1.836 -4.247  -0.9220
O -1.099 2.088 1.070  -0.9141
H -3.838 -3.109 1.236  0.4602
H -0.800 -2.295 -4.925  0.4567
H 2.034 -2.932 0.007  0.4740
O 1.414 -1.473 2.166  -0.9534
H -2.007 2.412 1.073  0.4524
H 0.947 0.499 -3.351  0.4722
H 2.138 1.439 -3.427  0.4695
H 2.423 2.876 -2.284  0.4583
O 2.141 3.150 1.864  -0.9347
H 2.847 2.630 2.265  0.4772
O -0.610 2.205 3.612  -0.9569
H 0.899 -2.288 2.168  0.4681
O -0.296 -3.910 3.282  -0.9209
H -0.694 1.490 4.252  0.4534
O 3.013 2.654 -1.555  -0.9383
O 1.624 0.820 -3.957  -0.9428
H 0.531 -3.810 2.796  0.4585
O -0.889 0.057 0.495  -0.9272
H -3.309 -3.960 2.378  0.4684
H -0.571 2.872 0.881  0.4730
H 0.864 -0.847 2.650  0.4804
H 0.049 -0.161 0.440  0.4742
O -3.219 -3.090 1.975  -0.9283
O 1.343 -3.552 -0.255  -0.9521
H -1.484 3.295 -1.945  0.4732
H 0.986 -3.175 -1.067  0.4786
H -1.713 -2.202 -2.809  0.4713
H -0.129 -3.469 4.122  0.4677
H -1.118 4.211 -0.788  0.4670

HOMO-LUMO gap (eV): 8.992

=====

## iv
This record from the OMol25 dataset describes a cluster of 13 separate species, H26O13 in total. The level of theory is the ωB97M-V functional and the def2-TZVPD basis.

Each line ends with the natural charge from an NBO analysis.
Cartesian coordinates (Å):
O 2.640 -1.768 -1.435  -0.9389
O -1.039 -1.145 -1.785  -0.9333
O 3.269 1.439 -0.263  -0.9356
H -3.034 2.447 0.570  0.4667
H 3.392 -1.473 -1.960  0.4812
H -0.711 -0.245 -1.678  0.4532
O 0.568 -1.346 3.521  -0.9438
O -0.143 2.693 -1.347  -0.9091
H -1.427 0.992 3.836  0.4693
O 1.722 0.849 -4.878  -0.9408
O 0.378 -4.513 -0.537  -0.9262
H 0.885 -1.082 2.650  0.4720
O 0.108 0.754 -0.044  -0.9068
H 0.217 -0.063 0.456  0.4945
H -2.386 0.025 3.161  0.4596
O 0.491 -2.030 0.880  -0.9872
H -0.593 -1.642 -1.090  0.4662
H 2.966 2.319 -0.510  0.4781
H 0.795 2.576 -1.535  0.4550
H 1.526 1.906 1.622  0.4720
H 1.180 0.187 -5.321  0.4710
O -2.903 3.115 1.253  -0.9223
O 1.358 2.378 0.798  -0.9482
H 2.483 0.957 -5.459  0.4703
H 1.101 3.262 1.082  0.4750
H -4.347 0.231 0.655  0.4694
H -0.322 -4.689 0.102  0.4628
H -0.006 -2.809 0.604  0.4854
H 1.402 -2.339 0.932  0.5037
H -3.727 3.104 1.752  0.4563
H 2.483 0.887 -0.349  0.4560
H 1.986 -1.069 -1.549  0.4576
H -0.073 -4.068 -1.263  0.4774
H -0.329 -1.661 3.359  0.4689
H -0.505 1.802 -1.401  0.4532
O -1.574 0.522 3.008  -0.9282
H -4.403 -0.577 1.942  0.4619
O -3.886 -0.466 1.136  -0.9301
H 0.459 0.543 -0.917  0.4136

HOMO-LUMO gap (eV): 9.747

=====

Short version: iii is the least stable of them.

=====

## i
This record from the OMol25 dataset describes a cluster of 13 separate species, H26O13 in total. The level of theory is the ωB97M-V functional and the def2-TZVPD basis.

Each line ends with the natural charge from an NBO analysis.
Cartesian coordinates (Å):
H -0.442 -0.499 -0.998  0.4897
H 2.577 1.091 1.107  0.4688
H 2.294 -1.687 0.265  0.4630
H -1.879 -1.756 -2.948  0.5088
H -0.836 2.233 3.919  0.4626
H 0.308 -0.901 3.253  0.5214
H 1.350 -0.201 -3.598  0.4798
H -0.142 0.411 0.328  0.4905
H 0.147 2.519 1.045  0.4931
H -4.265 -0.073 -1.391  0.4966
O 2.459 0.079 0.052  -0.9478
O 2.359 -2.500 0.655  -0.8588
O -0.202 1.676 1.157  -1.0141
H -2.394 2.577 0.009  0.4743
O 1.929 -2.519 -1.616  -0.9986
O -1.547 2.034 3.390  -0.9582
H 1.437 -2.495 0.965  0.4723
H -2.888 -0.777 -1.648  0.4752
O -0.155 -0.595 -0.068  -1.0260
O 3.121 1.601 1.717  -0.9667
O -2.655 -1.222 0.633  -0.9982
H -2.832 -0.952 -0.370  0.4378
H 1.932 -0.383 2.973  0.5314
O -2.615 1.938 -0.737  -0.9185
H 0.836 0.721 -2.633  0.4644
H 1.514 -1.766 -2.083  0.4561
H -1.269 -0.478 -3.436  0.4598
H 1.569 0.002 -0.222  0.4900
O 1.512 -0.061 -2.684  -0.9299
H -1.744 -1.094 0.734  0.4544
H 2.835 0.116 -0.833  0.5087
O -1.465 -0.928 -2.760  -0.9366
H 2.738 2.470 1.642  0.4424
H 1.929 -2.350 -0.631  0.4326
O 0.959 -0.212 2.950  -1.0017
H -1.329 1.946 2.487  0.4785
O -3.797 -0.918 -1.323  -0.8995
H 0.374 1.003 1.787  0.5560
H -1.727 1.960 -1.082  0.4464

HOMO-LUMO gap (eV): 8.387

=====

## ii
This record from the OMol25 dataset describes a structure of composition H26O13. The level of theory is the ωB97M-V functional and the def2-TZVPD basis.

Each line ends with the natural charge from an NBO analysis.
Cartesian coordinates (Å):
H -2.155 1.577 0.972  0.4734
O -1.471 2.573 0.144  -0.8947
O 0.222 0.268 -0.303  -1.0442
O -2.816 -1.335 0.256  -0.9445
O 1.255 2.926 2.262  -1.0673
O -2.360 0.819 1.568  -1.0306
H 5.068 -0.407 0.993  0.4768
H -2.793 -0.759 -0.469  0.5063
H -3.679 -1.657 0.437  0.4997
O 1.850 2.592 0.011  -0.8825
H 0.530 2.635 2.692  0.4468
O 4.366 0.201 1.128  -1.0167
H 3.386 -0.075 1.105  0.5058
H 0.825 -0.053 0.457  0.4683
H 2.764 2.527 -0.045  0.5005
H -1.025 -0.118 2.326  0.5102
H -0.444 -1.454 2.858  0.4758
O 0.431 0.303 -3.443  -0.9465
H -1.779 -4.396 0.369  0.4811
H -2.900 0.480 -3.135  0.4971
H 0.002 -0.576 -0.680  0.4884
H -2.488 0.039 0.925  0.4546
H -2.746 -0.985 -2.703  0.4886
H 1.103 -0.381 1.844  0.5435
H -0.736 1.902 -0.076  0.5093
O -0.313 -0.456 2.822  -0.9518
H 1.426 1.618 -0.080  0.5131
H -0.301 0.288 -2.984  0.4742
H 1.496 -1.196 -2.621  0.4596
H 1.070 0.911 -3.154  0.4787
H -2.025 2.533 -0.489  0.4477
O -1.138 -3.623 0.427  -1.0006
H 2.401 -2.290 -2.653  0.4588
H 1.979 -1.579 1.071  0.5231
H 1.471 2.532 1.205  0.4640
H -1.582 -2.704 0.584  0.5020
O 1.786 -0.608 1.069  -0.9677
O 1.645 -1.964 -2.336  -0.9253
O -2.325 -0.092 -2.360  -0.9749

HOMO-LUMO gap (eV): 8.066

=====

## iii
This record from the OMol25 dataset describes a cluster of 13 separate species, H26O13 in total. The level of theory is the ωB97M-V functional and the def2-TZVPD basis.

Each line ends with the natural charge from an NBO analysis.
Cartesian coordinates (Å):
H -0.492 0.761 -0.519  0.4976
O -0.058 -0.191 -0.615  -1.0036
O -1.481 2.687 2.161  -0.9681
O -2.717 -0.401 -0.199  -0.9407
H 4.709 0.484 -0.164  0.5111
H -2.254 -0.394 0.588  0.4756
H -2.020 -0.448 2.649  0.4745
H 1.842 2.992 0.718  0.4444
O -1.239 -0.924 2.306  -0.9561
H -1.512 2.661 1.241  0.4795
O 3.750 0.276 0.154  -0.9690
O 0.285 0.842 -3.844  -0.8867
H 1.142 1.293 -3.791  0.4365
H 2.321 -0.268 1.257  0.4794
O 2.066 2.618 1.605  -0.9100
H 0.499 -0.178 0.135  0.4744
H -3.237 0.477 -2.755  0.4504
H -2.251 -0.524 -2.270  0.4819
H 0.640 -2.580 -2.083  0.4871
H -0.876 -3.211 -0.643  0.4709
H -0.928 -1.137 3.213  0.4848
H -0.857 -1.841 -1.261  0.5117
H 1.389 -3.139 2.515  0.4796
H 1.892 -0.532 2.582  0.4747
O -2.467 0.071 -3.069  -0.9363
H -1.893 2.735 -0.941  0.4871
H 0.589 -1.806 2.426  0.4729
H -1.933 3.424 2.566  0.4740
O -1.229 2.254 -0.594  -0.9070
H -0.540 2.766 -0.834  0.4710
O 1.602 -0.210 1.812  -0.9469
O -0.908 -2.795 -1.511  -0.9521
O 0.644 -2.578 2.846  -0.9594
O 1.439 -2.128 -2.477  -0.9577
H 0.376 0.724 -2.985  0.4502
H 1.961 -1.973 -1.687  0.4274
H 1.644 1.849 1.516  0.4619
H -3.297 -1.144 0.159  0.4672
H 3.411 -0.506 -0.199  0.4677

HOMO-LUMO gap (eV): 9.980

=====

## iv
This record from the OMol25 dataset describes a cluster of 12 separate species, H26O13 in total. The level of theory is the ωB97M-V functional and the def2-TZVPD basis.

Each line ends with the natural charge from an NBO analysis.
Cartesian coordinates (Å):
O 2.462 -1.174 2.893  -0.9486
O 1.974 -2.658 -0.243  -0.9367
H -3.929 -2.304 -1.786  0.4642
O 2.163 0.490 -2.231  -0.9240
H -4.608 0.401 0.590  0.4848
H 2.008 -1.830 -0.735  0.4815
H -5.781 0.748 1.493  0.4604
O 1.425 1.214 2.659  -0.9660
O 2.185 1.902 -0.767  -0.8887
H 3.050 2.322 -0.839  0.4779
H 2.111 1.227 -2.850  0.4734
H -0.646 0.532 0.259  0.4608
H -3.169 3.487 0.564  0.4724
O -1.478 -3.670 0.845  -0.9374
H 2.174 -1.928 3.418  0.4864
H 2.284 -1.440 1.983  0.4612
O -2.741 2.788 1.072  -0.9325
O -5.496 0.777 0.573  -0.9457
H -0.830 1.055 -1.156  0.4626
H -1.726 -3.458 -0.062  0.4731
H 3.796 0.089 -0.098  0.4104
O -3.316 -1.839 -1.205  -0.9341
O -1.286 0.568 -0.460  -0.9232
H 0.771 0.527 2.831  0.4767
H -1.602 -4.624 0.906  0.4622
H 1.694 2.477 -0.169  0.4423
H 1.772 -0.248 -2.712  0.4492
H 0.220 -3.747 -1.433  0.4865
H 0.706 -2.457 -2.072  0.4644
H 2.254 0.829 2.965  0.4908
O 2.973 0.527 -0.345  -0.9143
O -0.074 -3.016 -1.986  -0.9483
O 0.045 4.675 -1.381  -0.9351
H -2.380 3.244 1.841  0.4609
H -0.023 3.714 -1.390  0.4697
H 2.481 0.584 0.481  0.4748
H 2.410 -2.453 0.592  0.4526
H 0.579 4.866 -0.602  0.4642
H -2.453 -2.197 -1.440  0.4713

HOMO-LUMO gap (eV): 8.012

=====

Short version: iv is the least stable of them.

=====

## i
This record from the OMol25 dataset describes a cluster of 13 separate species, H26O13 in total. The level of theory is the ωB97M-V functional and the def2-TZVPD basis.

Each line ends with the natural charge from an NBO analysis.
Cartesian coordinates (Å):
O -1.203 -1.593 -3.129  -1.0064
O -2.887 -0.401 0.425  -0.9289
H 0.965 -3.509 2.290  0.4833
H 0.403 -1.521 -2.438  0.4900
H -0.135 2.175 1.471  0.4994
O 0.546 2.308 0.906  -0.9406
O 0.812 4.070 -1.064  -0.9463
O 2.743 1.592 2.443  -0.9600
O -2.531 0.526 -2.332  -0.9523
H 2.444 1.132 3.327  0.4777
H 3.901 0.550 -1.318  0.4971
O -1.601 1.553 2.313  -0.9448
O 2.504 -1.060 0.991  -1.0008
H 2.476 -0.520 0.147  0.4997
O 0.344 -2.696 2.591  -0.9925
H -1.773 -0.940 -2.527  0.5050
H -2.452 1.868 1.973  0.4767
H 0.407 0.858 0.421  0.4883
O -1.287 -2.915 0.476  -0.9526
H 2.798 0.769 2.004  0.4939
H -2.060 1.284 -2.400  0.4965
H -1.857 0.700 2.661  0.4852
H 2.560 -0.067 -2.305  0.5284
O 0.299 -0.127 -0.057  -1.0311
H 1.594 -1.254 1.132  0.4850
H -3.836 -0.269 0.914  0.4645
H 1.345 2.047 1.313  0.5044
H -3.361 -0.347 -0.342  0.4697
O 1.348 -1.484 -2.367  -0.9704
H 1.040 3.283 -0.602  0.4813
H -1.644 -2.395 -3.424  0.4845
H 1.376 -1.028 -1.593  0.4717
H -0.079 -2.301 1.800  0.4954
O 2.870 0.329 -1.430  -1.0221
H -3.411 0.598 -2.815  0.4989
H 1.569 4.616 -0.677  0.4557
H -1.866 -3.646 1.046  0.4780
H -1.797 -2.123 0.503  0.4843
H -0.563 -0.063 -0.331  0.4543

HOMO-LUMO gap (eV): 9.479

=====

## ii
This record from the OMol25 dataset describes a cluster of 13 separate species, H26O13 in total. The level of theory is the ωB97M-V functional and the def2-TZVPD basis.

Each line ends with the natural charge from an NBO analysis.
Cartesian coordinates (Å):
H 3.159 -0.731 2.900  0.4523
O 1.890 2.190 2.733  -0.9348
O -2.320 1.147 1.651  -0.9361
H -0.215 0.738 -3.296  0.4553
H 0.430 -2.818 -0.018  0.5084
H -0.784 0.212 2.037  0.5083
O -2.009 -1.588 -1.012  -0.9782
H 1.132 -3.059 1.400  0.5002
O 0.538 -2.487 0.880  -0.9808
H -1.610 2.697 -1.122  0.4973
H -2.310 1.531 0.759  0.4880
H -1.128 -1.624 -1.420  0.4940
O 2.069 -0.760 -2.649  -0.9333
H 1.041 2.036 2.404  0.4750
H 2.630 -0.973 -1.890  0.4708
H -2.255 1.697 -2.071  0.4841
O 1.016 3.037 -0.001  -0.9910
H 1.787 -0.246 2.843  0.4866
H 1.912 3.219 0.186  0.4641
H 0.012 -2.887 -2.792  0.4875
H -0.314 2.204 -3.642  0.4641
O -2.389 -1.965 1.616  -0.9693
H -2.407 -2.431 -1.097  0.4751
H 1.055 -2.017 -2.090  0.4918
O 0.109 -0.060 1.937  -1.0265
H 0.442 0.080 0.283  0.5004
O 2.316 -0.836 3.337  -0.9468
O 0.461 0.482 -0.591  -1.0208
H -1.951 1.887 2.122  0.4641
H 0.963 2.107 -0.227  0.4961
O 0.332 1.492 -3.416  -0.9172
H 0.215 -0.963 1.556  0.5113
H 2.066 3.079 2.453  0.4592
H -0.485 0.677 -0.781  0.4997
H 1.434 -0.248 -2.169  0.4961
H -2.017 -1.513 0.882  0.4909
H -3.191 -2.478 1.407  0.4656
O -2.025 1.818 -1.167  -0.9585
O 0.387 -2.663 -1.919  -0.9934

HOMO-LUMO gap (eV): 10.149

=====

Short version: i is the least stable of them.